No. 1
Computed, not measured: a 9-piece molecular cluster, C18H39N5O4S4 overall, with the ωB97M-V functional and the def2-TZVPD basis.

The calculation puts the HOMO energy (alpha / beta) at -11.274 / -11.270 eV. As for the charge: +1. Its spin multiplicity is 2.

Geometry (Å):
C 4.15 -0.20 -2.40
C 4.95 -1.08 -1.50
N 5.60 -1.77 -0.82
H 3.51 -0.77 -3.07
H 4.82 0.43 -2.99
H 3.47 0.45 -1.85
C -0.23 -2.37 -2.78
C 0.95 -2.51 -3.68
N 1.93 -2.58 -4.32
H -0.50 -1.32 -2.79
H -0.14 -2.61 -1.73
H -1.12 -2.76 -3.26
C 0.83 1.24 -3.90
C 1.95 1.47 -4.87
N 2.80 1.59 -5.61
H 0.41 0.29 -4.23
H 0.14 2.08 -4.00
H 1.20 1.26 -2.87
C 0.68 6.40 -2.26
C 0.00 5.60 -1.28
N -0.58 5.04 -0.41
H 0.92 7.37 -1.83
H 0.11 6.62 -3.17
H 1.62 5.91 -2.54
C -4.54 -1.77 -2.19
C -3.83 -0.49 -2.08
N -3.29 0.51 -1.93
H -3.71 -2.43 -2.43
H -5.14 -1.70 -3.10
H -5.01 -1.98 -1.23
C 1.17 3.54 2.47
S -0.22 4.10 3.57
O 0.18 3.86 4.99
C 0.02 5.93 3.37
H 1.03 3.96 1.47
H 1.24 2.46 2.37
H 2.11 3.81 2.95
H 0.10 6.17 2.30
H 1.06 6.15 3.63
H -0.67 6.58 3.90
C -4.26 -2.94 1.84
S -5.73 -2.84 2.96
O -6.41 -4.18 3.21
C -4.68 -2.61 4.48
H -4.58 -2.80 0.81
H -3.75 -3.88 2.04
H -3.69 -2.03 2.01
H -4.22 -1.63 4.40
H -3.96 -3.43 4.57
H -5.39 -2.64 5.29
C -0.98 -0.79 0.73
S 0.50 0.18 0.18
O 1.21 -0.49 -1.00
C -0.19 1.79 -0.48
H -1.73 -0.90 -0.05
H -1.51 -0.21 1.49
H -0.61 -1.79 0.96
H -0.59 1.56 -1.46
H 0.56 2.56 -0.65
H -0.99 2.23 0.12
C 2.92 -3.14 1.02
S 2.37 -4.21 2.40
O 1.51 -5.30 1.78
C 4.06 -4.95 2.75
H 2.02 -2.77 0.54
H 3.44 -3.67 0.22
H 3.58 -2.32 1.28
H 4.05 -5.32 3.78
H 4.84 -4.19 2.81
H 4.27 -5.77 2.05



No. 2
Computed, not measured: C18H39NO in the gas phase, with the ωB97M-V functional and the def2-TZVPD basis.

The calculation puts the HOMO energy at -9.170 eV. Its structure (SMILES) is CCCCCCCCCCCCCCC[C@H](CN)OC. Its energy above the lowest of the compared OMol25 structures with the same formula, charge and spin is 0.0 kJ/mol.

Geometry (Å):
C -0.82 -1.53 3.65
C -1.16 -1.60 2.15
C -2.63 -1.33 1.83
C -2.86 -0.96 0.37
C -4.12 -0.12 0.11
C -4.14 1.27 0.76
C -2.90 2.13 0.50
C -2.57 2.35 -0.98
C -1.55 3.46 -1.25
C -0.06 3.22 -0.88
C 0.44 1.77 -0.83
C 0.48 1.08 -2.22
C 1.90 0.97 -2.80
C 2.85 -0.06 -2.15
C 2.26 -1.08 -1.16
C 3.30 -1.84 -0.32
C 3.19 -3.34 -0.54
N 4.01 -4.19 0.31
O 3.14 -1.62 1.07
C 3.51 -0.33 1.49
H -0.29 -0.61 3.91
H -0.20 -2.37 3.97
H -1.74 -1.55 4.25
H -0.54 -0.88 1.60
H -0.88 -2.58 1.75
H -3.00 -0.53 2.49
H -3.22 -2.22 2.07
H -1.98 -0.42 0.00
H -2.92 -1.87 -0.25
H -4.25 -0.03 -0.97
H -5.00 -0.68 0.48
H -5.02 1.80 0.37
H -4.29 1.19 1.84
H -3.05 3.11 0.98
H -2.04 1.68 1.02
H -2.23 1.41 -1.43
H -3.51 2.61 -1.49
H -1.61 3.74 -2.31
H -1.89 4.35 -0.70
H 0.56 3.73 -1.63
H 0.17 3.71 0.07
H -0.17 1.18 -0.14
H 1.45 1.77 -0.40
H 0.01 0.09 -2.18
H -0.14 1.66 -2.92
H 2.35 1.97 -2.73
H 1.83 0.76 -3.87
H 3.33 -0.64 -2.95
H 3.68 0.46 -1.65
H 1.66 -1.80 -1.73
H 1.57 -0.60 -0.47
H 4.31 -1.51 -0.63
H 2.14 -3.64 -0.42
H 3.45 -3.54 -1.59
H 3.55 -4.34 1.19
H 4.88 -3.72 0.54
H 3.27 0.43 0.73
H 4.58 -0.28 1.71
H 2.94 -0.09 2.40



No. 3
Computed, not measured: C18H40AlF9O2PS2 as an isolated structure, with the ωB97M-V functional and the def2-TZVPD basis.

The calculation puts the HOMO energy at -4.392 eV. As for the charge: -1.

Geometry (Å):
O 5.57 -4.53 2.28
P 5.86 -4.37 0.65
O 4.37 -4.19 -0.08
S 6.67 -6.04 0.05
Al 7.34 -2.57 0.08
C 6.35 -0.81 -0.14
C 6.03 -0.05 1.15
C 4.97 1.05 0.92
C 3.58 0.74 1.48
C 2.83 -0.32 0.67
F 2.97 -0.03 -0.61
F 3.37 -1.48 0.96
C 1.36 -0.30 1.09
F 0.84 0.89 1.05
F 1.32 -0.65 2.36
S 0.19 -1.46 0.15
F 0.07 -0.39 -0.99
F -1.04 -0.77 0.87
F 0.30 -2.54 1.27
F 1.33 -2.16 -0.64
F -0.83 -2.36 -0.59
H 5.49 -3.65 2.68
H 3.70 -4.45 0.57
H 7.92 -2.98 -1.37
H 8.53 -2.52 1.16
H 5.47 -0.99 -0.75
H 7.00 -0.18 -0.76
H 6.93 0.42 1.52
H 5.68 -0.73 1.92
H 5.29 1.93 1.49
H 4.92 1.38 -0.11
H 3.64 0.43 2.52
H 3.04 1.68 1.49
C -2.06 1.73 -1.93
C -0.74 2.41 -2.29
C -0.40 3.60 -1.39
C -1.40 4.76 -1.46
C -1.61 5.35 -2.85
C -0.35 5.96 -3.45
H -2.91 2.41 -2.05
H -2.23 0.87 -2.57
H -2.05 1.38 -0.90
H -0.76 2.71 -3.34
H 0.06 1.67 -2.20
H 0.60 3.96 -1.65
H -0.34 3.25 -0.35
H -1.05 5.55 -0.78
H -2.37 4.43 -1.06
H -2.38 6.13 -2.78
H -2.01 4.59 -3.53
H 0.04 6.75 -2.80
H -0.56 6.39 -4.42
H 0.43 5.21 -3.59
C -3.83 -2.02 2.97
C -4.11 -2.60 1.59
C -4.48 -1.53 0.56
C -5.77 -0.75 0.86
C -7.02 -1.61 1.03
C -7.39 -2.39 -0.23
H -4.71 -1.54 3.40
H -3.53 -2.82 3.66
H -3.01 -1.29 2.93
H -4.89 -3.36 1.66
H -3.21 -3.11 1.23
H -4.57 -2.01 -0.42
H -3.66 -0.82 0.47
H -5.93 -0.03 0.06
H -5.62 -0.16 1.77
H -7.85 -0.96 1.29
H -6.90 -2.31 1.86
H -7.56 -1.71 -1.07
H -8.31 -2.96 -0.08
H -6.61 -3.10 -0.52



No. 4
Computed, not measured: C18H40B3Br2N5O8 as an isolated structure, with the ωB97M-V functional and the def2-TZVPD basis.

The calculation puts the HOMO energy at -8.887 eV.

Geometry (Å):
C -2.91 1.23 0.83
C -1.82 0.50 1.57
Br -2.44 -0.88 2.72
C -0.53 0.81 1.43
Br 0.82 -0.15 2.37
B -0.09 1.98 0.50
O 0.40 1.77 -0.79
B -0.45 2.44 -1.66
O -0.76 3.78 -1.40
B -1.09 3.88 -0.06
O -0.21 3.31 0.87
H -3.02 2.21 1.27
H -2.62 1.34 -0.21
H -3.85 0.70 0.86
H -0.95 1.86 -2.56
H -2.11 4.35 0.33
C 6.14 0.55 3.29
C 4.64 0.57 3.12
O 3.90 -0.19 3.73
N 4.13 1.47 2.24
C 4.85 2.43 1.43
H 6.40 -0.22 4.02
H 6.60 0.32 2.33
H 6.50 1.51 3.66
H 3.13 1.43 2.17
H 4.51 3.44 1.67
H 4.64 2.24 0.37
H 5.92 2.37 1.59
C -4.95 -2.00 -1.98
C -4.78 -0.51 -2.14
O -3.85 0.10 -1.64
N -5.72 0.15 -2.87
C -6.89 -0.40 -3.54
H -4.13 -2.38 -1.38
H -5.89 -2.22 -1.47
H -4.92 -2.49 -2.94
H -5.56 1.14 -2.94
H -6.83 -0.20 -4.61
H -7.79 0.07 -3.14
H -6.95 -1.47 -3.38
C 4.93 -1.62 0.26
C 5.90 -0.67 -0.40
O 6.80 -0.12 0.22
N 5.75 -0.45 -1.73
C 4.75 -1.00 -2.63
H 5.18 -1.70 1.31
H 3.91 -1.25 0.17
H 5.00 -2.61 -0.19
H 6.43 0.20 -2.11
H 5.25 -1.55 -3.43
H 4.16 -0.20 -3.07
H 4.08 -1.67 -2.10
C -1.48 3.49 7.07
C -1.93 3.49 5.62
O -2.98 4.00 5.27
N -1.12 2.89 4.72
C 0.16 2.23 4.94
H -2.23 4.00 7.66
H -1.38 2.47 7.44
H -0.53 4.01 7.17
H -1.48 2.92 3.78
H 0.92 2.73 4.34
H 0.08 1.19 4.61
H 0.45 2.25 5.98
C -2.77 -3.83 -5.60
C -2.50 -4.28 -4.18
O -3.12 -3.82 -3.23
N -1.54 -5.22 -3.99
C -0.72 -5.88 -4.98
H -3.55 -3.09 -5.59
H -1.87 -3.40 -6.03
H -3.09 -4.68 -6.21
H -1.42 -5.48 -3.02
H -0.88 -6.96 -4.95
H 0.34 -5.68 -4.77
H -0.95 -5.52 -5.98



no.,strongest force on any atom (eV Å⁻¹)
1,4.5
2,0.4
3,3.1
4,1.5